45
Properties=species:S:1:pos:R:3:forces:R:3 method="wB97M-V/def2-TZVPD" homo_energy_ev=-8.2 total_charge=0 orbital_gap_ha=0.317 lumo_energy_ev=0.5
C -6.008 -1.555 0.622 -0.053 -0.212 0.077
O -5.579 -0.289 0.185 0.191 0.267 -0.066
C -4.272 0.042 0.342 0.026 0.156 -0.062
C -3.293 -0.775 0.895 -0.240 -0.020 -0.057
C -1.986 -0.335 1.006 0.056 0.214 -0.052
C -1.616 0.932 0.566 -0.408 -0.068 -0.022
N -0.282 1.317 0.709 -0.032 -0.187 0.278
C 0.323 2.471 0.314 0.536 -0.266 0.417
O -0.230 3.408 -0.211 -0.214 0.322 -0.259
C 1.815 2.462 0.628 -0.020 0.176 -0.328
C 2.595 1.581 -0.382 -0.062 0.318 0.172
C 4.056 1.666 0.057 0.017 0.279 -0.467
O 4.768 2.568 -0.284 -0.121 -0.063 0.081
O 4.511 0.732 0.901 0.393 0.187 0.153
C 3.681 -0.383 1.170 -0.335 -0.528 -0.216
C 2.956 -0.818 -0.098 0.078 -0.123 0.519
C 2.183 -2.121 0.098 0.287 0.063 -0.268
C 1.454 -2.485 -1.192 -0.182 0.095 0.202
C 0.554 -1.329 -1.613 0.248 0.022 -0.169
C 1.361 -0.038 -1.716 -0.345 -0.082 -0.054
N 2.025 0.239 -0.451 0.378 -0.269 -0.014
C -2.587 1.764 0.013 -0.004 0.027 -0.031
C -3.888 1.319 -0.094 -0.056 -0.377 0.135
Cl -5.087 2.347 -0.779 -0.089 0.178 -0.093
H -5.854 -1.683 1.698 0.008 -0.004 -0.039
H -5.500 -2.361 0.081 -0.008 0.025 0.031
H -7.074 -1.593 0.404 0.076 -0.047 0.035
H -3.541 -1.763 1.247 -0.059 -0.087 0.027
H -1.249 -0.988 1.451 0.098 -0.059 0.054
H 0.347 0.576 0.995 -0.020 0.209 -0.151
H 1.973 2.096 1.645 0.044 -0.038 0.007
H 2.189 3.483 0.556 -0.090 -0.043 0.048
H 2.540 2.072 -1.362 0.103 -0.098 0.146
H 4.347 -1.165 1.539 -0.115 0.060 -0.048
H 2.956 -0.132 1.954 0.035 -0.052 -0.040
H 3.718 -0.968 -0.889 -0.045 0.001 0.074
H 2.874 -2.915 0.385 0.026 -0.034 0.061
H 1.459 -1.989 0.904 -0.026 0.015 0.114
H 0.864 -3.391 -1.048 0.035 -0.053 -0.058
H 2.188 -2.683 -1.977 0.032 -0.067 -0.045
H 0.094 -1.538 -2.579 -0.076 0.012 -0.010
H -0.245 -1.197 -0.882 -0.068 0.030 -0.009
H 0.693 0.796 -1.942 0.045 0.012 -0.063
H 2.094 -0.126 -2.535 -0.019 0.079 0.012
H -2.322 2.750 -0.330 -0.027 0.032 -0.019

47
Properties=species:S:1:pos:R:3:forces:R:3 method="wB97M-V/def2-TZVPD" homo_energy_ev=-8.6 total_charge=0 orbital_gap_ha=0.268 lumo_energy_ev=-1.3
C 3.462 -2.790 2.553 2.303 -0.060 -3.420
C 2.393 -3.532 2.439 -3.014 -2.431 1.644
C 2.077 -4.598 1.431 7.840 -4.965 -0.161
N 0.966 -4.464 0.670 -3.182 -0.609 3.287
C 1.041 -4.131 -0.771 -6.882 -1.324 11.170
O 2.027 -4.093 -1.249 9.916 0.404 -6.751
C -0.267 -3.775 -0.954 -11.082 1.965 -8.666
H -1.252 -4.548 -0.889 3.469 1.517 0.861
H -0.478 -3.662 -2.208 1.031 -0.168 2.938
O -0.837 -2.432 -0.577 0.435 -3.095 2.274
C -1.614 -2.485 0.778 5.077 -2.761 -4.677
O -1.756 -3.552 1.317 -0.851 2.631 -0.191
C -1.686 -1.079 0.879 -9.036 -2.321 8.290
C -1.040 0.028 0.728 9.793 -3.745 -6.681
C -1.307 1.238 0.933 -2.103 6.901 5.825
C -2.292 1.523 1.940 4.359 5.132 -5.155
C -3.043 0.567 2.192 -9.378 -7.242 6.466
C -2.837 -0.795 1.907 0.965 0.376 -3.198
Cl -4.112 -1.937 2.304 1.014 0.787 -0.102
H -4.074 0.732 2.957 3.098 -0.334 -2.365
H -2.605 2.517 2.035 0.026 1.456 0.928
S -0.155 2.530 0.767 -10.591 4.447 -9.029
O 1.050 2.363 1.271 10.312 -2.794 4.147
O -0.758 3.837 1.025 -0.481 -1.488 0.201
N -0.265 2.209 -1.204 12.606 -3.312 8.725
C -1.168 2.789 -1.872 -5.583 1.425 -1.743
C -0.872 4.184 -2.309 -16.617 -2.911 10.596
C 0.134 4.497 -2.891 18.315 3.511 -5.777
C 1.527 3.960 -1.917 -0.497 3.327 -4.153
C 1.345 2.580 -1.637 -7.150 -2.658 -6.604
H 1.913 2.219 -0.954 3.502 -2.792 4.357
H 1.329 1.850 -2.687 0.641 2.123 2.878
H 1.397 4.625 -1.065 0.657 -0.054 0.209
H 2.511 4.133 -2.578 -2.117 -0.110 1.740
H 0.451 5.485 -3.167 -0.603 0.777 0.292
H 0.168 3.968 -3.757 1.012 -1.744 -3.172
H -1.180 4.762 -1.466 1.190 0.649 2.213
H -1.776 4.526 -2.636 -2.785 0.639 -3.045
H -2.067 2.513 -1.217 -0.066 1.577 -1.151
H -1.252 2.011 -2.586 -0.968 -0.125 -2.613
H 0.034 -0.085 0.150 -2.604 -0.062 1.141
H 0.132 -4.546 1.528 1.990 0.576 -4.577
H 2.162 -5.820 1.977 -0.555 3.529 -0.989
H 3.134 -4.813 0.708 -3.058 1.063 1.706
H 1.531 -3.708 3.222 1.700 1.629 -0.926
H 3.590 -1.951 3.160 0.044 0.762 1.490
H 4.319 -2.849 1.721 -2.089 -0.097 1.768

46
Properties=species:S:1:pos:R:3:forces:R:3 method="wB97M-V/def2-TZVPD" homo_energy_ev=-8.6 total_charge=0 orbital_gap_ha=0.337 lumo_energy_ev=0.6
C -3.672 -0.430 -0.557 -0.471 -0.353 -0.043
N -2.662 0.578 -0.419 0.636 0.535 0.171
C -1.843 1.129 -1.363 -0.082 -0.028 0.003
C -1.839 0.749 -2.804 -0.082 0.236 -0.070
O -1.732 -0.645 -3.007 -0.007 -0.206 -0.095
C -0.593 -1.292 -2.606 0.160 -0.253 0.045
C 0.524 -0.678 -2.054 -0.230 0.158 -0.125
C 1.616 -1.445 -1.684 0.035 -0.264 -0.034
C 1.597 -2.815 -1.867 -0.117 0.195 -0.028
Cl 2.968 -3.761 -1.404 0.202 -0.144 0.074
C 0.488 -3.437 -2.419 0.049 0.085 0.038
C -0.602 -2.675 -2.785 -0.090 0.243 0.011
N -1.052 2.007 -0.813 0.274 -0.029 -1.124
N -1.329 2.065 0.498 -0.434 0.194 0.771
C -2.283 1.203 0.732 -0.133 -0.004 -0.080
S -2.949 0.812 2.284 -0.171 -0.021 0.364
C -1.477 1.230 3.268 -0.218 -0.116 -0.418
C -0.254 0.577 2.620 -0.030 0.289 0.387
O -0.231 -0.604 2.349 -0.054 -0.339 -0.059
N 0.766 1.423 2.416 0.437 0.230 0.263
C 1.982 1.040 1.725 0.096 -0.350 0.043
C 3.206 1.336 2.599 -0.068 0.024 0.011
C 3.489 2.810 2.329 0.147 -0.095 -0.051
C 3.253 2.952 0.823 0.057 0.104 -0.013
C 2.189 1.899 0.465 -0.064 0.024 -0.056
H -3.493 -0.999 -1.467 -0.019 0.013 0.092
H -3.628 -1.093 0.308 0.014 -0.018 -0.085
H -4.663 0.029 -0.599 0.027 -0.072 -0.023
H -1.030 1.295 -3.302 -0.106 -0.023 0.085
H -2.792 1.022 -3.270 0.195 -0.023 -0.004
H 0.558 0.388 -1.895 0.008 0.104 0.028
H 2.484 -0.973 -1.252 0.091 0.035 0.048
H 0.478 -4.506 -2.558 0.020 -0.095 -0.006
H -1.477 -3.135 -3.217 -0.102 -0.061 -0.055
H -1.397 2.314 3.331 0.076 -0.054 0.076
H -1.655 0.800 4.253 0.049 0.028 -0.024
H 0.620 2.413 2.533 -0.263 -0.105 -0.021
H 1.874 -0.024 1.501 0.016 0.152 0.025
H 3.017 1.120 3.649 0.021 -0.107 0.013
H 4.045 0.726 2.264 0.091 -0.041 -0.025
H 4.499 3.100 2.617 -0.019 0.096 0.086
H 2.788 3.434 2.887 -0.023 0.070 0.075
H 2.935 3.959 0.556 0.061 0.040 -0.074
H 4.180 2.744 0.287 0.035 0.052 -0.022
H 2.529 1.279 -0.362 -0.031 -0.032 -0.091
H 1.245 2.355 0.169 0.021 -0.073 -0.079

48
Properties=species:S:1:pos:R:3:forces:R:3 method="wB97M-V/def2-TZVPD" homo_energy_ev=-8.7 total_charge=0 orbital_gap_ha=0.333 lumo_energy_ev=0.3
C 1.727 1.692 -1.474 -0.227 0.103 -0.035
C 2.842 0.727 -1.288 -0.028 0.083 -0.218
C 3.510 0.210 -2.408 0.118 -0.098 0.467
Cl 3.001 0.697 -3.977 -0.066 0.065 -0.334
C 4.566 -0.677 -2.297 -0.094 0.070 0.031
C 5.003 -1.069 -1.042 -0.099 0.077 0.108
C 4.362 -0.583 0.081 0.285 -0.125 -0.067
C 3.290 0.284 -0.053 -0.023 0.058 0.343
S 2.611 0.772 1.529 -0.053 -0.216 0.835
O 1.318 1.381 1.494 0.124 -0.196 -0.339
O 3.627 1.412 2.305 0.294 -0.143 -0.031
N 2.462 -0.775 2.261 0.416 1.061 -0.273
C 1.508 -1.592 1.757 -0.708 -1.318 0.283
N 0.953 -1.388 0.620 0.048 0.426 -0.366
C 0.017 -2.338 0.328 -0.164 -0.767 0.435
C -0.782 -2.187 -0.924 0.144 0.094 -0.133
C -1.003 -0.710 -1.252 -0.016 -0.438 -0.215
O -0.609 -0.251 -2.312 0.090 -0.139 -0.300
N -1.647 0.042 -0.345 -0.196 0.404 0.170
C -2.153 -0.359 0.944 -0.366 -0.218 0.237
C -3.616 0.070 1.079 0.240 -0.062 0.125
N -3.732 1.503 0.911 0.009 -0.051 -0.035
C -5.078 1.972 1.151 0.039 -0.027 -0.006
C -3.248 1.881 -0.404 0.265 0.040 0.054
C -1.786 1.470 -0.552 -0.152 0.286 -0.351
C -0.115 -3.313 1.263 0.185 0.166 -0.033
S 0.956 -3.037 2.596 0.098 0.452 -0.405
H 2.061 2.536 -2.076 0.030 0.057 -0.008
H 0.922 1.195 -2.016 -0.001 0.096 0.013
H 1.352 2.043 -0.521 -0.070 0.099 -0.123
H 5.047 -1.048 -3.189 0.017 -0.013 -0.090
H 5.836 -1.748 -0.946 0.073 -0.057 0.028
H 4.683 -0.858 1.072 0.126 -0.135 0.033
H 2.741 -0.880 3.223 0.153 0.328 0.045
H -1.731 -2.720 -0.840 0.011 0.013 -0.007
H -0.229 -2.603 -1.770 -0.123 0.102 0.031
H -2.081 -1.436 1.079 0.018 0.087 0.003
H -1.559 0.140 1.720 -0.029 -0.107 0.034
H -3.977 -0.196 2.075 -0.005 -0.032 -0.026
H -4.224 -0.477 0.332 0.018 0.015 0.049
H -5.811 1.545 0.448 -0.021 -0.005 -0.014
H -5.097 3.057 1.057 -0.076 0.053 0.008
H -5.372 1.706 2.165 -0.081 0.019 0.035
H -3.329 2.965 -0.507 -0.009 -0.013 -0.044
H -3.845 1.408 -1.205 0.025 0.039 0.024
H -1.426 1.707 -1.553 -0.001 -0.003 0.145
H -1.178 1.990 0.196 -0.018 0.037 -0.045
H -0.767 -4.162 1.264 -0.201 -0.170 -0.037

50
Properties=species:S:1:pos:R:3:forces:R:3 method="wB97M-V/def2-TZVPD" homo_energy_ev="-7.5 / -7.7" total_charge=0 spin_multiplicity=2 orbital_gap_ha="0.255 / 0.252" lumo_energy_ev="-0.5 / -0.8"
Ti 1.036 0.230 -0.487 -1.402 0.116 -1.690
C 5.082 0.535 0.757 0.100 0.055 0.237
C 3.622 0.290 0.610 -0.178 -0.105 -0.174
N 3.047 0.201 -0.567 1.068 0.053 0.509
O 3.880 0.430 -1.659 0.227 -0.002 -0.172
C 2.738 0.082 1.726 -0.398 -0.037 0.049
C 3.140 -0.097 3.145 0.140 0.032 0.145
N 1.476 -0.044 1.331 1.065 -0.255 1.251
O 0.484 -0.442 2.043 0.075 0.016 0.081
H 5.431 1.214 -0.013 0.025 0.042 -0.043
H 5.632 -0.403 0.644 -0.036 0.028 0.007
H 5.305 0.948 1.740 -0.002 -0.047 -0.040
H 3.901 -0.419 -2.119 -0.020 -0.021 -0.143
H 4.101 -0.607 3.227 -0.043 0.025 0.024
H 2.379 -0.691 3.648 -0.011 -0.025 0.011
H 3.211 0.860 3.671 0.024 -0.038 -0.021
F -4.075 4.302 -1.509 -0.009 -0.020 -0.006
C -2.823 3.838 -1.292 -0.129 0.034 -0.142
C -2.029 3.529 -2.376 0.199 -0.090 -0.159
C -0.739 3.065 -2.148 -0.137 0.044 -0.181
C -0.234 2.900 -0.860 0.546 -0.012 0.179
C 1.155 2.348 -0.619 -0.688 0.141 -0.210
C -1.079 3.219 0.201 -0.244 0.052 0.117
C -2.377 3.688 -0.004 0.294 -0.105 0.360
H -2.423 3.647 -3.379 0.059 0.011 0.073
H -0.114 2.811 -2.996 0.003 0.024 -0.035
H 1.579 2.751 0.299 0.175 0.092 0.059
H 1.814 2.583 -1.456 0.120 0.095 -0.051
H -0.721 3.089 1.216 -0.016 0.020 0.035
H -3.034 3.925 0.825 0.070 -0.024 -0.046
S 1.296 -2.305 -1.297 -0.403 -0.087 0.285
C -0.291 -2.793 -0.747 0.293 0.118 -0.012
N -1.155 -3.331 -1.602 -0.228 -0.072 -0.086
C -2.566 -3.569 -1.264 0.287 0.035 -0.053
C -2.639 -4.036 0.176 0.024 -0.128 -0.049
C -1.981 -2.999 1.057 0.382 0.076 -0.089
N -0.649 -2.656 0.519 -0.451 -0.139 0.027
H -0.846 -3.370 -2.556 -0.024 -0.011 -0.112
H -2.958 -4.314 -1.949 0.006 -0.069 -0.063
H -3.137 -2.648 -1.391 -0.016 0.063 -0.043
H -2.113 -4.990 0.270 -0.056 0.004 0.012
H -3.674 -4.184 0.482 0.036 0.026 -0.025
H -1.839 -3.382 2.064 0.047 0.005 0.086
H -2.592 -2.100 1.128 -0.014 0.061 -0.013
H -0.093 -2.028 1.082 0.273 0.090 0.377
N -4.441 0.431 1.748 0.362 -0.097 -0.592
C -3.796 0.303 0.790 0.423 0.044 -0.105
N -3.129 0.109 -0.344 -0.965 0.040 0.417
C -1.925 0.094 -0.658 0.230 -0.118 -0.022
N -0.834 -0.013 -1.106 -1.078 0.060 0.034

| no. | total energy (eV) |
| --- | --- |
| 1 | -41663.142 |
| 2 | -54524.904 |
| 3 | -51383.261 |
| 4 | -64265.715 |
| 5 | -69161.239 |